(1)
80
Properties=species:S:1:pos:R:3:forces:R:3 method="wB97M-V/def2-TZVPD" e_lumo_ev=0.14 energy_ev=-70339.7622
Pt 0.82719 1.21479 1.12743 0.287 -0.446 -0.054
N 0.62926 3.13659 1.94984 -0.005 0.115 0.270
C 0.76019 2.89687 3.41631 0.014 0.047 -0.084
C 2.07242 2.13037 3.59815 -0.100 -0.118 -0.093
O 2.83661 2.42395 4.51023 -0.040 0.021 0.056
N 2.26418 1.22387 2.62174 0.209 0.419 0.522
C 3.64173 0.84984 2.37647 0.064 -0.082 -0.206
C 3.99053 0.96474 0.88111 -0.033 -0.068 -0.057
O 5.09532 0.52770 0.53705 -0.132 0.063 -0.040
O 3.09316 1.45639 0.11608 0.257 0.041 0.007
H 1.42454 3.68620 1.62995 0.002 -0.022 -0.033
H -0.21930 3.64732 1.72554 -0.025 -0.039 0.005
H -0.09362 2.29491 3.72895 -0.011 0.049 0.027
H 0.78827 3.82552 3.98309 0.053 -0.002 0.003
H 3.87324 -0.16518 2.70247 0.021 -0.014 -0.010
H 4.29937 1.51577 2.93687 0.029 -0.019 0.003
C -0.38980 -1.93514 0.44142 -0.101 0.097 -0.059
N -1.48317 -1.38618 -0.34274 -0.055 0.105 0.150
C -2.12508 -0.20781 0.22692 0.080 -0.124 -0.034
P -1.07465 1.29327 0.05117 -0.665 0.040 -0.379
C -2.16572 2.57811 0.75105 0.015 0.154 -0.161
C -2.72255 2.41545 2.01904 -0.014 -0.036 0.064
C -3.48688 3.42320 2.58899 0.014 -0.023 0.015
C -3.68607 4.61654 1.90948 0.011 0.015 -0.033
C -3.11780 4.79876 0.65685 -0.017 -0.004 0.029
C -2.36420 3.78614 0.07892 0.002 -0.047 0.024
C -1.10567 1.61141 -1.73631 0.087 -0.088 0.044
C 0.10995 1.70524 -2.40460 0.058 0.027 0.040
C 0.13380 1.89581 -3.78173 -0.001 0.013 -0.006
C -1.05291 1.99785 -4.48750 -0.011 -0.004 0.006
C -2.27406 1.91640 -3.82233 0.030 0.008 -0.007
C -2.29971 1.72465 -2.45284 -0.020 -0.054 0.031
C -2.37224 -2.32633 -0.93845 -0.007 0.030 0.048
C -3.07026 -1.94566 -2.08405 -0.017 -0.012 -0.007
C -3.94395 -2.82737 -2.69729 0.010 0.016 -0.003
C -4.11997 -4.10884 -2.19094 -0.004 -0.006 0.008
C -3.41759 -4.49420 -1.06094 0.003 0.013 -0.005
C -2.55261 -3.60869 -0.43005 0.003 -0.033 0.003
P 1.15638 -0.92098 0.43074 -0.043 -0.088 -0.102
C 2.12215 -1.96663 1.55289 -0.024 -0.040 -0.022
C 1.87303 -1.85278 2.92044 -0.012 0.022 0.009
C 2.48758 -2.71251 3.81464 0.017 0.010 -0.013
C 3.36158 -3.68676 3.35018 -0.003 0.004 0.005
C 3.60937 -3.80589 1.99155 0.008 -0.002 0.006
C 2.98521 -2.95521 1.09020 0.015 0.019 -0.002
C 1.80915 -1.16928 -1.25204 -0.027 -0.030 0.000
C 3.16697 -0.99426 -1.53348 -0.046 0.058 0.038
C 3.63224 -1.18310 -2.82586 0.022 -0.004 -0.012
C 2.76510 -1.54291 -3.84735 0.003 0.005 -0.004
C 1.41803 -1.72039 -3.57360 0.007 -0.005 0.001
C 0.94169 -1.53527 -2.28429 0.014 -0.019 -0.007
H -0.10703 -2.89982 0.01861 0.019 0.000 0.021
H -0.64908 -2.09563 1.49908 -0.011 0.020 -0.012
H -2.35298 -0.34357 1.29510 0.007 -0.017 -0.016
H -3.06740 -0.02930 -0.28986 0.007 -0.005 -0.015
H -2.55086 1.50329 2.57754 0.013 -0.017 -0.003
H -3.91942 3.27739 3.57016 0.000 0.001 0.000
H -4.27776 5.40368 2.35773 0.002 0.002 0.001
H -3.26104 5.72989 0.12433 -0.001 0.000 0.002
H -1.93046 3.93531 -0.90212 0.001 0.008 0.023
H 1.03856 1.62637 -1.84730 0.032 -0.015 0.001
H 1.08395 1.95776 -4.29559 0.001 0.001 0.005
H -1.03363 2.14599 -5.55962 -0.002 -0.003 -0.001
H -3.20095 2.00588 -4.37421 0.000 -0.001 0.003
H -3.25309 1.67218 -1.93732 0.003 -0.002 -0.004
H -2.90177 -0.96043 -2.50210 0.010 0.018 0.002
H -4.47415 -2.51804 -3.58903 -0.001 -0.003 0.001
H -4.79374 -4.80057 -2.67838 0.001 -0.002 0.002
H -3.54488 -5.48911 -0.65419 -0.006 -0.002 -0.006
H -2.02707 -3.92531 0.46132 -0.002 0.013 -0.002
H 1.23570 -1.05587 3.28301 -0.023 -0.006 0.003
H 2.30259 -2.60494 4.87528 0.003 -0.004 0.001
H 3.85714 -4.34685 4.05027 -0.001 -0.001 -0.001
H 4.29659 -4.55851 1.62830 -0.001 -0.001 -0.004
H 3.18501 -3.05705 0.03249 -0.003 0.004 -0.010
H 3.87633 -0.69952 -0.77162 0.012 0.031 0.034
H 4.68549 -1.03701 -3.02687 0.000 0.001 0.005
H 3.13859 -1.68560 -4.85382 0.004 0.002 0.004
H 0.72982 -2.00026 -4.36127 -0.004 0.001 0.006
H -0.11489 -1.65663 -2.09934 0.018 0.010 -0.017


(2)
84
Properties=species:S:1:pos:R:3:forces:R:3 method="wB97M-V/def2-TZVPD" e_lumo_ev="-4.07 / -3.90" energy_ev=-131590.0637
Pb -0.12176 -0.34316 -0.84516 -1.058 0.258 -1.112
S -2.41076 0.11751 2.92029 -0.283 0.122 -0.048
C -2.17954 -0.40970 4.51201 1.385 -0.964 -0.405
C -3.03534 -0.18402 5.60428 0.026 0.421 0.029
C -2.65786 -0.61516 6.86068 -1.318 0.114 0.543
C -1.45532 -1.25816 7.00802 2.092 -0.684 0.463
C -0.52549 -1.45989 5.95577 -1.209 -0.205 -0.151
C -0.92079 -1.14238 4.67810 -1.362 1.526 0.456
As 0.05696 -1.32918 3.00960 0.552 -1.446 1.215
C 0.21348 -3.33888 3.11878 0.239 0.067 -1.050
C -0.38434 -4.14389 4.10482 0.371 1.355 1.554
C -0.07969 -5.47976 4.23977 -0.292 -1.577 -0.918
C 0.60842 -6.16558 3.19021 -0.230 0.336 0.018
C 1.07514 -5.38639 2.15343 1.120 1.236 -0.704
C 0.94090 -3.95584 2.11317 0.048 -1.125 -0.256
C 1.74643 -0.56862 3.76530 -0.672 0.921 -0.236
C 1.62558 0.50045 4.65729 0.089 -0.084 0.239
C 2.75146 0.95278 5.36157 -0.091 -0.701 -0.892
C 4.01307 0.46306 4.99368 -0.560 -0.357 0.095
C 4.14523 -0.49690 3.99000 0.427 0.204 0.154
C 3.00050 -0.98816 3.39717 0.203 -1.492 -1.444
H -3.94019 0.39586 5.49095 -0.087 -0.107 -0.226
H -3.35826 -0.47149 7.72212 0.884 -0.125 -0.860
H -1.08248 -1.63320 7.96607 -0.579 0.284 -0.066
H 0.40241 -1.97287 6.14897 0.188 0.046 0.068
H -0.90592 -3.63651 4.93865 0.084 -0.627 -0.720
H -0.48221 -6.05218 5.08461 0.159 0.355 -0.339
H 0.77971 -7.26984 3.06832 -0.360 1.260 0.814
H 1.70176 -5.84827 1.37026 -0.658 0.254 0.328
H 1.37379 -3.38433 1.27620 -0.257 -0.352 0.436
H 0.64646 0.94938 4.78623 0.121 -0.008 0.446
H 2.63008 1.61865 6.19902 0.070 0.382 -0.093
H 4.88618 0.79211 5.51547 0.366 0.250 0.244
H 5.13348 -0.88305 3.67703 -0.722 0.369 0.274
H 3.06317 -1.73234 2.58763 0.181 0.274 0.449
N -1.33712 -1.48465 -2.76944 0.669 -0.165 0.759
C -1.84510 -2.77877 -2.30717 -0.333 -0.489 -0.435
C -1.29974 -3.25293 -0.92477 -2.004 -1.526 -0.209
O -1.56750 -4.41595 -0.61237 0.498 0.419 -0.331
O -0.79644 -2.40131 -0.13248 0.858 0.989 0.474
H -2.00080 -0.78413 -3.07559 -0.132 -0.152 0.091
H -0.61052 -1.49413 -3.50297 -0.505 -0.233 0.261
H -1.57626 -3.59506 -3.00364 -0.159 0.411 0.207
H -2.98430 -2.81750 -2.23031 1.530 0.311 -0.019
C 2.47699 3.71033 0.54569 1.415 2.019 1.203
C 1.87816 2.85991 -0.41412 -2.184 -3.902 -2.591
N 1.38591 2.00279 -1.05917 1.803 3.194 1.749
H 1.71212 4.24561 1.14460 0.295 -0.488 -0.289
H 3.08420 4.54786 0.06000 -0.567 -1.346 0.610
H 3.10801 3.07993 1.23619 -0.501 0.824 -0.734
O 2.23716 -1.66890 -0.09499 0.172 0.110 -1.240
C 2.44077 -1.73045 -1.33447 -0.232 0.376 1.231
C 3.53531 -2.57600 -1.96683 0.927 1.158 -0.539
C 3.31282 -2.33033 -3.45966 -1.136 -0.768 -0.187
C 1.98623 -1.54894 -3.47866 -0.821 -0.090 -2.340
O 1.28615 -1.40685 -4.47844 0.855 -0.214 1.021
N 1.67636 -1.05764 -2.24962 0.740 -1.024 1.861
H 3.48779 -3.60359 -1.66990 -0.311 -0.589 0.190
H 4.53679 -2.21562 -1.65282 -0.628 -0.074 0.088
H 3.21471 -3.23656 -4.09511 0.002 0.547 0.516
H 4.02920 -1.69234 -3.93834 0.625 0.313 -0.075
C -2.46546 6.97418 -5.57847 0.976 0.314 1.387
C -2.31030 5.56473 -5.07471 1.571 -2.417 -0.268
C -3.12606 4.96401 -4.12915 -1.446 1.178 -0.112
C -3.02084 3.65854 -3.66527 0.884 -0.307 -1.069
C -4.00869 3.17481 -2.63836 0.968 0.858 0.742
C -2.01689 2.84388 -4.23438 0.333 0.004 0.042
C -1.18946 3.32168 -5.30793 -0.967 0.912 1.673
C -0.13422 2.49792 -5.99376 -0.465 0.487 -0.016
C -1.28633 4.68514 -5.57963 -0.828 1.107 -0.105
C -1.68679 1.45767 -3.64285 -1.137 1.840 -0.330
O -1.31629 0.63634 -4.46921 0.375 -1.372 -0.067
O -1.87154 1.33312 -2.39208 0.619 -0.475 0.380
H -3.37915 7.08799 -6.15235 -0.200 0.274 0.174
H -1.61745 7.24063 -6.21766 -0.166 -0.111 -0.034
H -2.38674 7.66090 -4.67939 -0.578 -0.452 -1.148
H -3.99147 5.54487 -3.76793 0.387 -0.131 -0.005
H -4.91813 3.78053 -2.65688 -0.062 -0.285 -0.236
H -3.54083 3.36248 -1.65396 -0.298 -0.322 -0.191
H -4.16587 2.11606 -2.72316 -0.366 -0.328 0.031
H 0.60628 2.25588 -5.23603 0.231 -0.487 -0.194
H 0.32876 3.12723 -6.77023 -0.096 -0.398 0.120
H -0.61063 1.58901 -6.38974 0.636 0.336 0.070
H -0.51710 5.12757 -6.20279 -0.116 -0.011 -0.423


Sequential relative energy (zero: lowest compared OMol25 entry of this formula, charge and spin) output: 7.4 64.1 kcal per mole